Record 1
{
  "formula": "C18H18N2O2S",
  "method": "ωB97M-V/def2-TZVPD",
  "total_energy_ev": -36867.972,
  "homo_energy_ev": -8.0510,
  "e_above_lowest_ev": 2.386,
  "multiplicity": 1,
  "orbital_gap_ev": 8.74,
  "smiles": "Cc1cc(C(=O)CSc2nc3ccccc3o2)c(C)n1C1CC1",
  "max_force_ha_per_bohr": 0.02460,
  "elements": ["C", "C", "C", "C", "C", "O", "C", "S", "C", "N", "C", "C", "C", "C", "C", "C", "O", "C", "C", "N", "C", "C", "C", "H", "H", "H", "H", "H", "H", "H", "H", "H", "H", "H", "H", "H", "H", "H", "H", "H", "H"],
  "xyz": [[2.460, 1.149, -3.892], [1.812, 1.409, -2.579], [0.494, 1.365, -2.245], [0.390, 1.652, -0.853], [-0.799, 1.709, -0.035], [-0.828, 2.130, 1.104], [-2.091, 1.220, -0.686], [-1.959, -0.476, -1.337], [-1.939, -1.338, 0.155], [-2.149, -0.843, 1.327], [-2.042, -1.918, 2.180], [-2.166, -2.011, 3.558], [-2.006, -3.263, 4.119], [-1.732, -4.389, 3.345], [-1.604, -4.314, 1.968], [-1.763, -3.063, 1.407], [-1.697, -2.672, 0.102], [1.687, 1.863, -0.392], [2.135, 2.134, 0.996], [2.534, 1.723, -1.444], [3.953, 1.827, -1.397], [4.601, 3.034, -0.784], [4.651, 2.836, -2.265], [2.794, 2.071, -4.367], [1.743, 0.668, -4.552], [3.324, 0.497, -3.777], [-0.313, 1.153, -2.917], [-2.343, 1.841, -1.545], [-2.893, 1.234, 0.051], [-2.378, -1.137, 4.150], [-2.096, -3.377, 5.190], [-1.617, -5.346, 3.830], [-1.393, -5.180, 1.363], [2.201, 3.206, 1.182], [1.396, 1.736, 1.687], [3.107, 1.686, 1.191], [4.450, 0.870, -1.254], [3.960, 3.816, -0.411], [5.499, 2.889, -0.204], [4.040, 3.486, -2.870], [5.583, 2.552, -2.729]],
  "forces_ev_per_a": [[0.033, 0.108, 0.078], [-0.333, -0.112, -0.429], [0.271, 0.091, 0.058], [0.909, 0.157, 0.013], [-0.354, 0.021, 0.113], [-0.049, 0.087, -0.010], [-0.075, -0.410, 0.273], [-0.096, 0.042, -0.493], [-0.225, 0.454, 0.724], [-0.026, 0.460, -0.511], [0.223, -1.050, -0.268], [0.022, 0.042, -0.232], [-0.010, -0.059, 0.167], [0.007, -0.050, 0.058], [0.032, 0.058, -0.436], [-0.206, 0.436, 1.170], [0.082, -0.136, -0.378], [-0.657, -0.073, 0.282], [0.042, -0.042, 0.105], [-0.201, 0.195, -0.038], [0.421, -0.160, 0.055], [0.005, 0.015, 0.022], [0.021, 0.009, -0.048], [0.073, 0.005, -0.088], [-0.007, -0.037, -0.051], [0.062, -0.066, -0.099], [-0.077, -0.069, -0.234], [-0.025, -0.033, -0.046], [0.071, 0.131, -0.068], [-0.029, 0.111, 0.090], [-0.005, -0.016, 0.087], [0.012, -0.078, 0.032], [0.026, -0.129, -0.040], [0.034, 0.061, 0.080], [0.063, 0.027, 0.010], [0.065, 0.011, 0.041], [0.046, 0.144, -0.011], [-0.127, 0.020, -0.006], [0.051, -0.091, 0.017], [-0.132, 0.015, -0.003], [0.064, -0.089, 0.016]]
}

***

Record 2
{
  "formula": "C18H18N2O2S",
  "method": "ωB97M-V/def2-TZVPD",
  "total_energy_ev": -36869.108,
  "homo_energy_ev": -8.1786,
  "e_above_lowest_ev": 1.250,
  "multiplicity": 1,
  "orbital_gap_ev": 8.81,
  "smiles": "Cc1ccc(-c2nc(C)sc2CC(=O)NCc2ccco2)cc1",
  "max_force_ha_per_bohr": 0.02030,
  "elements": ["C", "C", "C", "C", "C", "C", "N", "C", "C", "S", "C", "C", "C", "O", "N", "C", "C", "C", "C", "C", "O", "C", "C", "H", "H", "H", "H", "H", "H", "H", "H", "H", "H", "H", "H", "H", "H", "H", "H", "H", "H"],
  "xyz": [[2.120, 4.622, 0.826], [1.254, 3.400, 0.869], [0.394, 3.100, -0.182], [-0.411, 1.980, -0.142], [-0.368, 1.111, 0.947], [-1.208, -0.088, 0.912], [-2.426, 0.022, 0.307], [-3.085, -1.074, 0.286], [-4.435, -1.244, -0.298], [-2.238, -2.419, 1.028], [-0.916, -1.348, 1.376], [0.346, -1.920, 1.931], [1.289, -2.169, 0.747], [1.456, -3.260, 0.254], [1.903, -1.043, 0.315], [2.552, -0.987, -0.981], [1.713, -0.219, -1.948], [1.931, 0.949, -2.620], [0.751, 1.206, -3.360], [-0.097, 0.183, -3.073], [0.475, -0.682, -2.222], [0.465, 1.431, 2.019], [1.263, 2.559, 1.974], [1.570, 5.480, 1.215], [2.418, 4.849, -0.194], [3.011, 4.489, 1.436], [0.357, 3.752, -1.042], [-1.081, 1.758, -0.957], [-5.136, -1.591, 0.461], [-4.776, -0.291, -0.694], [-4.412, -1.982, -1.098], [0.137, -2.878, 2.408], [0.820, -1.254, 2.650], [1.628, -0.156, 0.715], [3.532, -0.513, -0.891], [2.670, -2.025, -1.308], [2.820, 1.544, -2.596], [0.565, 2.036, -4.009], [-1.095, -0.036, -3.396], [0.467, 0.817, 2.907], [1.901, 2.790, 2.815]],
  "forces_ev_per_a": [[-0.061, 0.051, 0.040], [0.001, -0.044, -0.001], [0.027, -0.004, 0.117], [-0.012, -0.092, 0.110], [0.155, 0.343, 0.032], [0.145, -0.915, 0.480], [-0.386, 0.650, -0.365], [0.220, -0.951, 0.325], [-0.199, -0.078, -0.069], [0.050, 0.854, -0.191], [-0.491, 0.249, -0.084], [0.176, -0.199, -0.211], [0.031, 0.147, 0.581], [-0.086, -0.426, -0.175], [0.300, 0.309, -0.058], [-0.276, -0.172, -0.110], [0.749, 0.606, -0.078], [0.067, -0.599, 0.321], [-0.464, -0.334, -0.035], [-0.014, 0.759, -0.538], [-0.001, -0.472, 0.330], [-0.186, -0.058, -0.053], [0.082, 0.041, -0.053], [0.040, 0.101, 0.006], [0.064, 0.056, -0.044], [0.077, 0.044, 0.008], [0.020, 0.066, -0.120], [-0.022, -0.023, -0.072], [-0.097, 0.002, -0.019], [-0.015, 0.019, -0.008], [-0.074, -0.012, -0.056], [0.170, 0.079, 0.008], [-0.036, -0.049, 0.022], [-0.004, -0.136, -0.008], [-0.093, -0.069, -0.126], [0.101, 0.173, 0.028], [0.236, 0.090, 0.076], [-0.123, 0.150, -0.161], [-0.139, -0.115, 0.014], [-0.006, -0.069, 0.061], [0.073, 0.031, 0.077]]
}

***

Record 3
{
  "formula": "C18H18N2O4",
  "method": "ωB97M-V/def2-TZVPD",
  "total_energy_ev": -30129.698,
  "homo_energy_ev": -7.8716,
  "e_above_lowest_ev": 0.290,
  "multiplicity": 1,
  "orbital_gap_ev": 8.35,
  "smiles": "Cc1cc(C(=O)N[C@@H](Cc2c[nH]c3ccccc23)C(=O)O)c(C)o1",
  "max_force_ha_per_bohr": 0.02210,
  "elements": ["C", "C", "C", "C", "C", "O", "N", "C", "C", "C", "C", "N", "C", "C", "C", "C", "C", "C", "C", "O", "O", "C", "C", "O", "H", "H", "H", "H", "H", "H", "H", "H", "H", "H", "H", "H", "H", "H", "H", "H", "H", "H"],
  "xyz": [[-5.502, -0.316, -0.785], [-4.124, -0.375, -0.232], [-3.161, 0.573, -0.093], [-2.042, -0.071, 0.521], [-0.721, 0.479, 0.858], [0.051, -0.062, 1.627], [-0.429, 1.657, 0.238], [0.925, 2.136, 0.186], [1.624, 1.651, -1.118], [1.491, 0.170, -1.207], [0.503, -0.524, -1.844], [0.636, -1.863, -1.601], [1.705, -2.059, -0.773], [2.224, -3.227, -0.230], [3.323, -3.112, 0.593], [3.897, -1.868, 0.870], [3.387, -0.707, 0.334], [2.275, -0.793, -0.501], [1.012, 3.643, 0.243], [2.018, 4.262, 0.463], [-0.152, 4.243, -0.043], [-2.420, -1.379, 0.704], [-1.685, -2.533, 1.274], [-3.672, -1.564, 0.241], [-5.712, 0.688, -1.140], [-5.613, -1.019, -1.610], [-6.230, -0.583, -0.019], [-3.251, 1.606, -0.363], [-1.062, 2.015, -0.458], [1.452, 1.703, 1.044], [1.145, 2.126, -1.977], [2.671, 1.953, -1.084], [-0.289, -0.160, -2.473], [0.025, -2.582, -1.947], [1.777, -4.187, -0.442], [3.751, -3.999, 1.036], [4.755, -1.824, 1.524], [3.835, 0.250, 0.558], [-0.047, 5.207, -0.007], [-2.120, -2.820, 2.231], [-0.649, -2.247, 1.434], [-1.745, -3.392, 0.607]],
  "forces_ev_per_a": [[0.195, -0.289, 0.186], [0.066, 0.914, -0.276], [-0.384, -0.432, -0.072], [-0.363, -0.857, 0.149], [-0.125, -0.018, 0.059], [0.154, -0.076, 0.105], [-0.041, 0.389, -0.007], [0.156, -0.058, -0.071], [-0.135, -0.182, 0.255], [-0.132, 0.076, -0.342], [0.231, 0.363, -0.096], [-0.323, -0.294, -0.100], [0.464, 0.184, 0.308], [-0.019, -0.108, 0.003], [-0.076, -0.150, -0.024], [0.186, 0.126, 0.129], [-0.050, -0.067, -0.023], [-0.136, -0.399, -0.153], [0.288, 0.124, 0.227], [0.114, -0.088, 0.012], [-0.618, 0.125, -0.152], [0.916, 0.656, 0.143], [-0.212, 0.006, -0.066], [-0.160, -0.241, 0.039], [-0.011, 0.045, -0.019], [-0.063, 0.000, -0.077], [-0.109, 0.018, 0.003], [-0.116, 0.233, -0.082], [-0.022, -0.110, 0.040], [-0.074, 0.219, -0.132], [0.056, 0.069, -0.007], [0.003, 0.086, -0.077], [-0.137, 0.067, -0.077], [0.070, 0.085, 0.027], [-0.016, -0.109, -0.005], [0.021, -0.072, 0.022], [0.066, 0.018, 0.046], [0.072, 0.108, 0.047], [0.254, -0.184, 0.020], [0.005, -0.063, 0.079], [-0.002, -0.023, 0.000], [0.005, -0.090, -0.040]]
}

***

Record 4
{
  "formula": "C18H18N2O4S2",
  "method": "ωB97M-V/def2-TZVPD",
  "total_energy_ev": -51797.952,
  "homo_energy_ev": -8.6043,
  "e_above_lowest_ev": 2.862,
  "multiplicity": 1,
  "orbital_gap_ev": 9.11,
  "smiles": "CN(Cc1cccs1)C(=O)c1ccc(S(=O)(=O)NCc2ccco2)cc1",
  "max_force_ha_per_bohr": 0.01895,
  "elements": ["C", "N", "C", "C", "C", "C", "C", "S", "C", "O", "C", "C", "C", "C", "S", "O", "O", "N", "C", "C", "C", "C", "C", "O", "C", "C", "H", "H", "H", "H", "H", "H", "H", "H", "H", "H", "H", "H", "H", "H", "H", "H", "H", "H"],
  "xyz": [[4.272, 1.814, -1.462], [3.159, 1.305, -0.692], [3.465, 0.347, 0.342], [3.521, -1.059, -0.181], [3.336, -1.509, -1.451], [3.453, -2.915, -1.560], [3.723, -3.509, -0.373], [3.841, -2.367, 0.909], [1.897, 1.657, -1.023], [1.633, 2.422, -1.931], [0.803, 1.071, -0.175], [0.241, 1.852, 0.830], [-0.853, 1.385, 1.537], [-1.376, 0.145, 1.227], [-2.883, -0.372, 2.048], [-3.116, -1.759, 1.784], [-2.849, 0.097, 3.400], [-4.097, 0.483, 1.287], [-4.425, 0.091, -0.064], [-3.414, 0.518, -1.084], [-2.943, -0.099, -2.203], [-1.990, 0.783, -2.773], [-1.949, 1.867, -1.957], [-2.811, 1.721, -0.932], [-0.820, -0.649, 0.245], [0.274, -0.183, -0.463], [4.847, 0.994, -1.894], [4.927, 2.414, -0.826], [3.870, 2.439, -2.258], [2.712, 0.408, 1.135], [4.433, 0.614, 0.782], [3.121, -0.867, -2.287], [3.340, -3.450, -2.485], [3.864, -4.549, -0.162], [0.654, 2.827, 1.042], [-1.310, 1.965, 2.323], [-3.990, 1.478, 1.416], [-5.412, 0.503, -0.306], [-4.493, -0.999, -0.057], [-3.239, -1.058, -2.575], [-1.415, 0.628, -3.662], [-1.361, 2.761, -1.986], [-1.259, -1.613, 0.045], [0.707, -0.783, -1.248]],
  "forces_ev_per_a": [[0.049, 0.185, -0.217], [0.294, -0.015, 0.054], [-0.081, -0.086, 0.246], [0.143, -0.259, 0.311], [0.053, 0.221, 0.203], [0.034, -0.238, 0.054], [0.040, 0.080, 0.277], [-0.108, 0.145, -0.565], [-0.146, -0.093, 0.226], [-0.177, 0.178, -0.212], [-0.262, -0.013, -0.010], [0.023, -0.092, -0.037], [0.103, 0.112, 0.099], [-0.431, -0.294, 0.343], [-0.140, 0.345, 0.173], [0.075, 0.040, -0.381], [0.119, 0.295, -0.167], [0.454, -0.462, 0.651], [-0.051, 0.064, -0.427], [-0.078, -0.751, -0.615], [-0.392, 0.249, 0.540], [0.024, 0.524, 0.166], [0.354, -0.271, -0.752], [-0.400, 0.056, 0.358], [0.000, -0.127, 0.016], [0.082, 0.150, 0.087], [0.026, -0.001, 0.001], [0.022, -0.013, -0.019], [0.109, -0.046, 0.041], [0.170, 0.036, -0.077], [-0.153, 0.038, -0.018], [-0.040, 0.199, -0.119], [-0.011, -0.137, -0.140], [0.012, -0.243, -0.012], [0.023, 0.105, 0.035], [0.015, 0.151, 0.092], [0.054, 0.186, 0.158], [0.111, -0.100, 0.104], [-0.126, 0.123, -0.226], [-0.096, -0.262, -0.011], [0.191, 0.035, -0.181], [0.092, 0.160, 0.103], [0.004, -0.110, -0.093], [0.015, -0.063, -0.059]]
}

***

Record 5
{
  "formula": "C18H18N2O6S",
  "method": "ωB97M-V/def2-TZVPD",
  "total_energy_ev": -45057.388,
  "homo_energy_ev": -8.1746,
  "e_above_lowest_ev": 2.111,
  "multiplicity": 1,
  "orbital_gap_ev": 8.34,
  "smiles": "COc1ccc(C(=O)OCC/N=C2\\NS(=O)(=O)c3ccccc32)cc1OC",
  "max_force_ha_per_bohr": 0.01583,
  "elements": ["C", "O", "C", "C", "C", "C", "C", "O", "O", "C", "C", "N", "C", "N", "S", "O", "O", "C", "C", "C", "C", "C", "C", "C", "C", "O", "C", "H", "H", "H", "H", "H", "H", "H", "H", "H", "H", "H", "H", "H", "H", "H", "H", "H", "H"],
  "xyz": [[-1.578, 3.363, 3.005], [-1.792, 3.044, 1.648], [-1.706, 1.740, 1.270], [-1.780, 0.686, 2.176], [-1.679, -0.627, 1.770], [-1.540, -0.920, 0.420], [-1.310, -2.290, -0.076], [-1.467, -2.649, -1.216], [-0.847, -3.099, 0.906], [-0.238, -4.309, 0.493], [1.279, -4.083, 0.343], [1.482, -3.064, -0.643], [1.541, -1.833, -0.363], [1.564, -1.192, 0.860], [2.022, 0.431, 0.766], [3.405, 0.550, 1.122], [1.102, 1.244, 1.503], [1.779, 0.470, -0.990], [1.783, 1.545, -1.847], [1.554, 1.301, -3.195], [1.341, 0.007, -3.652], [1.351, -1.070, -2.780], [1.574, -0.827, -1.432], [-1.497, 0.121, -0.500], [-1.546, 1.447, -0.101], [-1.429, 2.354, -1.112], [-0.978, 3.664, -0.837], [-0.654, 2.906, 3.369], [-1.489, 4.448, 3.038], [-2.421, 3.055, 3.631], [-1.902, 0.897, 3.226], [-1.716, -1.425, 2.495], [-0.660, -4.617, -0.469], [-0.443, -5.055, 1.263], [1.734, -5.001, -0.036], [1.709, -3.844, 1.326], [1.586, -1.709, 1.721], [1.955, 2.543, -1.476], [1.537, 2.126, -3.891], [1.157, -0.160, -4.703], [1.173, -2.080, -3.109], [-1.380, -0.099, -1.550], [-0.708, 4.082, -1.807], [-0.105, 3.654, -0.181], [-1.763, 4.274, -0.384]],
  "forces_ev_per_a": [[0.026, 0.069, 0.205], [-0.042, -0.164, -0.348], [-0.158, -0.180, -0.174], [-0.100, 0.200, 0.014], [-0.019, -0.110, -0.187], [-0.058, 0.364, 0.127], [-0.257, -0.097, -0.365], [-0.044, 0.073, 0.140], [0.001, 0.120, 0.284], [0.326, -0.443, -0.340], [-0.353, 0.075, 0.198], [-0.003, 0.168, -0.347], [0.165, -0.642, -0.253], [0.119, 0.557, -0.221], [0.230, -0.149, 0.594], [0.061, -0.016, -0.276], [-0.015, -0.017, -0.255], [-0.045, -0.702, 0.410], [0.035, 0.272, 0.019], [0.059, 0.054, 0.211], [0.000, -0.095, 0.004], [0.052, 0.059, 0.240], [0.008, 0.373, -0.529], [-0.069, 0.023, 0.176], [-0.056, -0.091, 0.155], [-0.253, -0.216, 0.082], [0.084, 0.380, -0.068], [-0.032, 0.011, 0.022], [-0.002, -0.078, 0.061], [0.057, -0.002, -0.026], [-0.005, 0.062, 0.096], [0.025, -0.048, 0.085], [0.066, -0.034, 0.205], [-0.002, 0.069, -0.074], [-0.028, -0.023, 0.219], [0.039, -0.092, 0.004], [0.075, 0.180, 0.241], [-0.008, 0.156, -0.006], [0.001, 0.077, -0.042], [-0.020, -0.016, -0.085], [-0.039, -0.123, -0.036], [0.038, 0.006, -0.136], [0.022, 0.005, 0.060], [-0.016, 0.030, -0.018], [0.133, -0.043, -0.066]]
}

***

Which value of multiplicity does entry 4 give? 1